(1)
ORCA calculation (the ωB97M-V functional and the def2-TZVPD basis) on a structure of composition C27H28BrN3O6W.

```
66
Properties=species:S:1:pos:R:3:nbo_charge:R:1
H 4.10 -0.87 -0.19 0.237
C 3.57 -1.77 0.09 -0.175
H -2.02 3.92 1.73 0.200
C -0.49 -1.02 -3.03 0.046
H 0.67 -3.65 2.63 0.494
C -1.18 3.43 1.24 -0.063
H 1.56 0.59 -3.90 0.202
O -2.16 2.35 3.68 -0.614
C 2.06 -0.27 1.42 0.227
C 1.41 0.27 -6.00 -0.207
O -1.16 2.01 1.66 -0.471
H -3.49 0.60 4.47 0.265
C -3.59 -2.21 2.64 -0.094
H 0.99 -0.18 -8.06 0.237
H 2.58 -0.03 2.35 0.225
H 0.50 3.14 3.48 0.207
C 0.14 4.10 1.54 -0.250
C 2.25 -4.06 0.87 -0.286
H 1.04 6.03 1.15 0.241
C 2.45 -1.65 0.92 -0.225
C 1.36 -0.11 -1.52 0.170
N 1.20 0.69 -0.46 -0.413
H -0.05 5.49 -0.13 0.228
N -2.01 -0.64 1.69 -0.506
H -1.39 3.36 0.17 0.243
C -2.65 -1.85 1.69 0.009
H 2.26 0.90 -6.23 0.234
C 0.69 -0.34 -7.03 -0.135
N 2.32 0.76 0.42 -0.450
C -0.08 -0.74 -4.39 -0.073
H -3.35 -4.19 0.96 0.517
H 2.28 1.67 0.87 0.377
C 1.82 -2.83 1.34 0.378
C -1.86 1.58 2.66 0.779
W -0.50 -0.39 0.16 1.782
H -0.34 4.73 3.57 0.205
C -0.41 -1.13 -6.75 -0.208
H 0.93 3.53 1.03 0.202
C -3.27 -0.11 3.69 -0.069
H -1.42 -1.57 -2.94 0.216
O 0.65 -0.21 1.68 -0.719
C 4.01 -3.00 -0.36 -0.223
H -4.08 -3.18 2.60 0.233
O -2.62 -3.91 0.39 -0.570
C -0.80 -1.33 -5.43 -0.155
C 0.10 5.51 0.95 -0.610
C 3.34 -4.15 0.02 -0.151
C -2.19 -2.71 0.63 0.805
H -4.62 -1.60 4.43 0.262
H 1.38 4.63 3.25 0.259
C 0.43 4.14 3.04 -0.638
H 3.67 -5.12 -0.33 0.239
C -3.90 -1.33 3.67 -0.209
H -1.67 3.19 3.66 0.533
Br -2.39 0.84 -0.97 -0.219
O -1.27 -2.28 -0.12 -0.625
H 1.74 -4.96 1.19 0.222
H -1.65 -1.95 -5.20 0.220
H 2.36 -0.47 -1.77 0.248
H -0.97 -1.59 -7.55 0.239
H 4.88 -3.06 -1.00 0.239
C 1.03 0.08 -4.69 -0.174
C 0.13 -0.65 -1.89 -0.431
H -0.70 6.10 1.39 0.219
C -2.36 0.25 2.68 0.031
O 0.76 -2.78 2.23 -0.703
```

Properties
total charge: +2
Kohn-Sham gap (spin up / spin down): 0.1944 / 0.2258 hartree
molecular weight: 754.3 g/mol
E_tot: -117061.3446 eV
2S+1: 3
relative energy (zero: lowest compared OMol25 entry of this formula, charge and spin): 172.3 kJ/mol
HOMO (spin up / spin down): -12.84 / -13.56 eV

(2)
ORCA calculation (the ωB97M-V functional and the def2-TZVPD basis) on an isolated molecule of C21H27N3OS.

```
53
Properties=species:S:1:pos:R:3:nbo_charge:R:1
C -3.70 3.02 -0.30 -0.387
H -5.29 2.06 -1.36 0.195
H 2.30 -4.80 -0.44 0.218
C -2.77 0.69 -0.31 0.249
C 1.47 -4.12 -0.33 -0.216
C 1.33 -3.38 0.83 -0.197
H 0.64 -4.60 -2.24 0.217
C 1.98 0.27 -0.82 -0.211
H -0.17 -0.73 -1.75 0.226
C 5.10 -0.17 1.20 -0.073
C 3.41 1.87 0.30 -0.253
H 3.85 1.76 2.40 0.166
H 3.91 2.20 -0.63 0.168
S -5.16 -1.59 1.85 -0.156
H -5.84 3.07 -0.03 0.215
H 4.76 3.03 1.53 0.195
H 4.69 -0.12 -0.92 0.168
C -3.87 0.28 0.38 -0.115
H -1.65 2.47 -0.68 0.220
H 4.59 -0.48 2.12 0.165
C 0.54 -4.01 -1.35 -0.194
H 2.54 2.50 0.47 0.202
C -0.66 -2.37 -0.06 -0.001
H -2.78 2.02 -1.97 0.219
H 3.83 -1.41 -0.02 0.207
C 4.38 2.01 1.47 -0.072
C -5.07 2.37 -0.34 -0.395
H -3.44 3.25 0.74 0.202
C -3.89 -1.04 0.96 0.064
H -3.69 3.95 -0.86 0.212
C -1.80 -1.43 0.09 0.438
H 0.14 -1.94 1.87 0.226
N -2.80 -1.83 0.78 -0.476
H 0.47 0.23 0.68 0.223
H -5.08 1.48 1.63 0.224
C -0.53 -3.14 -1.21 -0.230
H 1.96 -0.80 -1.05 0.204
H 0.53 1.75 -0.19 0.203
H 2.04 -3.48 1.63 0.218
H 2.21 0.82 -1.75 0.169
C -0.52 0.16 -1.23 -0.213
H -0.77 0.90 -2.00 0.217
H 6.01 -0.75 1.07 0.195
H -5.96 0.55 0.44 0.250
C 4.15 -0.36 0.01 -0.248
C -2.65 2.07 -0.88 -0.448
O 5.50 1.18 1.32 -0.520
N 2.99 0.48 0.20 -0.444
C 0.26 -2.51 0.97 -0.216
C -5.07 1.16 0.59 -0.429
C 0.59 0.67 -0.31 -0.422
N -1.72 -0.19 -0.50 -0.375
H -1.26 -3.05 -2.00 0.221
```

Properties
total charge: 0
Kohn-Sham gap: 0.2933 hartree
molecular weight: 369.5 g/mol
E_tot: -39568.1618 eV
2S+1: 1
relative energy (zero: lowest compared OMol25 entry of this formula, charge and spin): 129.4 kJ/mol
SMILES string: S=c1nc(-c2ccccc2)n(CCCN2CCOCC2)c2c1CCCC2
HOMO: -7.52 eV

(3)
ORCA calculation (the ωB97M-V functional and the def2-TZVPD basis) on a cluster of 3 separate species, C32H57FNO7PS2 in total at a distorted geometry.

```
101
Properties=species:S:1:pos:R:3:lowdin_charge:R:1
O 6.65 7.18 0.30 -0.174
H 9.21 9.02 -0.96 0.078
C -5.94 3.15 -0.29 -0.160
H -6.63 -10.39 -0.41 0.078
O -3.08 -2.09 2.87 -0.333
H -9.12 4.57 1.07 0.087
H -6.63 -8.78 -2.29 0.120
C 6.52 3.17 0.70 -0.269
H 4.21 2.49 -0.62 0.117
C 4.83 1.51 -0.60 -0.197
H 9.33 7.52 -0.02 0.081
O 0.41 -6.22 0.40 0.065
H -1.90 -5.27 2.70 0.097
C -4.98 4.11 0.45 -0.041
H 1.14 -0.20 -1.92 0.105
C -3.96 1.52 -1.13 -0.178
H -8.21 2.67 -0.62 0.094
O -1.94 -0.13 -3.03 0.073
C -1.46 -6.04 1.96 0.007
C -0.47 -1.95 -0.41 -0.380
H -6.57 -8.72 0.20 0.084
H 6.11 9.80 1.07 0.065
C -1.94 -1.78 0.30 -0.427
H 1.20 -3.56 -0.55 0.155
H -6.13 1.06 -0.97 0.115
H -2.57 -8.63 -2.80 0.084
H 5.93 6.95 2.18 0.117
O -0.06 -4.01 1.08 -0.079
H 7.99 2.79 2.44 0.069
C -6.02 -9.48 -0.36 -0.081
S -1.98 -1.39 2.13 0.806
H 6.52 3.97 -0.13 0.108
H 3.21 0.89 0.83 0.115
C -2.32 -0.38 -0.44 -0.191
C -1.74 -0.69 -1.93 -0.350
H -1.14 -6.99 2.52 0.098
H 4.65 8.82 1.16 0.083
H 4.61 -0.30 0.70 0.097
H 7.39 7.46 -1.56 0.118
C 8.72 8.41 -0.19 -0.082
C -6.99 5.35 1.67 -0.089
H 6.33 0.98 1.07 0.112
H 3.23 -1.66 -0.65 0.103
H -4.54 -0.28 0.16 0.104
C 5.62 8.99 1.62 -0.081
C 3.91 0.36 0.08 -0.212
C 1.56 -0.21 -0.86 -0.186
C -2.72 -8.83 -1.74 -0.073
C -7.48 3.35 -0.07 -0.035
F -0.54 -1.82 2.91 -0.216
S -4.87 -3.19 0.35 0.200
H 1.51 0.89 -0.50 0.113
H -4.70 5.86 1.95 0.087
H -2.51 -4.51 -0.11 -0.025
H 8.80 2.82 0.74 0.074
H 1.53 -1.82 0.67 0.125
H 5.06 1.16 -1.66 0.098
H 7.06 1.43 -0.58 0.107
C -3.87 -0.06 -0.74 -0.169
H -1.66 0.50 -0.09 0.166
C -3.68 -7.82 -1.13 -0.288
H 8.26 4.39 1.56 0.066
H -3.16 -3.06 -1.78 0.025
H -4.16 -0.66 -1.68 0.122
H -3.38 2.07 -0.32 0.096
C 0.75 -1.11 0.19 -0.112
H -0.46 -4.21 -0.98 0.119
H -3.25 -6.82 -1.24 0.102
C 6.45 7.72 1.60 -0.282
H -2.35 -6.36 1.30 0.075
H -5.12 -9.72 0.21 0.065
C -5.47 5.20 1.43 -0.076
H -3.10 -9.85 -1.65 0.067
H 6.72 8.91 -0.85 0.105
H 5.47 9.33 2.65 0.078
H 0.44 -0.40 1.06 0.118
C -7.99 4.44 0.91 -0.079
H 3.49 -0.44 -2.06 0.109
O -4.95 -7.78 -1.78 -0.159
C 0.08 -3.48 -0.27 -0.141
O -2.14 0.09 2.39 -0.310
H -1.75 -8.78 -1.23 0.077
H -5.18 -9.76 -2.34 0.105
C 7.32 8.02 -0.63 -0.280
H -3.43 1.76 -2.12 0.118
C 6.23 1.68 0.16 -0.225
P -3.05 -3.20 -0.34 0.445
H 8.72 8.99 0.73 0.065
C -5.50 1.97 -1.28 -0.167
C 7.98 3.28 1.40 -0.140
C 3.13 -0.56 -0.98 -0.183
H -7.32 6.15 2.42 0.084
H -3.85 4.01 0.31 0.084
H -5.80 2.18 -2.37 0.125
H -3.81 -7.98 -0.06 0.099
H 7.42 7.87 2.10 0.106
C -5.70 -8.99 -1.76 -0.278
H -1.08 -2.70 -2.35 0.125
H 5.72 3.51 1.45 0.107
N -0.83 -1.84 -1.84 0.064
C -0.26 -5.42 1.08 -0.407
```

Properties
total charge: 0
Kohn-Sham gap: 0.2854 hartree
molecular weight: 681.9 g/mol
E_tot: -83597.1463 eV
2S+1: 1
relative energy (zero: lowest compared OMol25 entry of this formula, charge and spin): 877.9 kJ/mol
SMILES string: CCCCCCCC[C@]1(COC(C)=O)NC(=O)[C@@H](CCCc2ccccc2)[C@]1([PH2]=S)S(=O)(=O)F.CCOCC.CCOCC
HOMO: -8.52 eV

(4)
ORCA calculation (the ωB97M-V functional and the def2-TZVPD basis) on an isolated molecule of C4H7NO.

```
13
Properties=species:S:1:pos:R:3:nbo_charge:R:1
H 0.62 -2.00 -0.52 0.134
H -0.42 1.81 0.08 0.231
H -0.55 0.90 1.60 0.228
O 2.68 -0.49 -0.55 -0.589
H 3.40 -0.04 -1.02 0.483
N 1.74 0.54 -0.34 -0.136
H -1.88 0.15 -1.07 0.211
C -1.81 0.12 0.02 -0.605
C 0.68 -0.02 0.13 0.007
H -1.82 -0.94 0.33 0.209
H -2.70 0.59 0.44 0.220
C 0.60 -1.43 0.43 0.032
C -0.53 0.81 0.50 -0.424
```

Properties
total charge: 0
Kohn-Sham gap (spin up / spin down): 0.2966 / 0.2919 hartree
molecular weight: 85.1 g/mol
E_tot: -7793.4932 eV
2S+1: 1
relative energy (zero: lowest compared OMol25 entry of this formula, charge and spin): 593.5 kJ/mol
HOMO (spin up / spin down): -8.91 / -8.98 eV

(5)
ORCA calculation (the ωB97M-V functional and the def2-TZVPD basis) on a cluster of 9 separate species, C27H44O27 in total at a distorted geometry.

```
98
Properties=species:S:1:pos:R:3:lowdin_charge:R:1
H 1.86 2.92 -8.23 0.095
H 5.01 8.29 2.23 0.096
H 6.63 7.48 1.85 0.095
O -3.04 1.94 7.39 0.067
H 5.27 4.62 6.89 0.089
H -1.69 -4.65 -0.51 0.091
O -0.18 -1.46 -2.03 0.124
C 3.83 -4.28 6.25 -0.016
H 9.31 3.47 -4.29 0.133
O -8.03 -3.07 -7.94 0.077
C 0.15 3.95 -6.12 -0.541
O -2.43 6.95 2.23 0.088
C -7.79 -4.40 -8.26 -0.137
O -0.98 3.97 -5.36 -0.023
H 1.15 0.68 0.82 0.095
O -2.15 2.44 9.46 0.095
O 3.75 -3.41 7.41 -0.007
C 1.33 0.03 -0.03 -0.080
H -8.73 -4.92 -8.45 0.135
H -9.68 -13.65 -2.60 0.133
O 1.13 4.49 -5.63 0.111
O -0.04 3.45 -7.37 -0.017
C -1.38 6.73 1.35 -0.137
H 4.80 -4.27 5.75 0.092
C 8.54 2.71 -1.60 -0.618
C -2.22 3.24 -5.67 -0.022
H -1.30 -0.33 6.48 0.123
H 5.20 7.24 0.93 0.086
O 8.61 3.80 -2.32 0.089
O -2.47 8.59 0.79 0.091
C -2.73 1.18 6.23 -0.104
H 5.77 -1.95 10.46 0.090
H -0.47 8.57 1.00 0.137
H 8.07 1.40 -4.32 0.125
C -2.07 1.96 8.30 -0.501
H 2.39 -0.19 -0.18 0.099
H 0.45 3.21 -9.28 0.094
H -2.22 -3.47 -1.76 0.097
H -3.08 3.58 -5.10 0.087
H -8.37 -14.64 -3.46 0.139
C -3.03 8.09 1.90 -0.513
O -8.33 -11.94 -4.65 0.083
H 1.39 4.49 -8.64 0.094
C -0.10 -1.76 -0.86 -0.583
H 3.67 -5.30 6.60 0.097
H 4.30 -1.66 11.28 0.088
H -10.30 -12.49 -4.34 0.132
H -0.47 6.61 1.94 0.133
O -6.58 -11.12 -3.41 0.151
C 7.63 2.11 -3.62 -0.089
O -7.42 -1.75 -6.16 0.162
H -2.07 2.22 -5.33 0.091
C -7.47 -2.81 -6.72 -0.519
H 5.00 -3.30 11.27 0.091
C -1.26 0.76 6.50 -0.112
H 6.21 6.07 6.56 0.090
O 5.47 -4.25 8.59 0.089
O 6.95 6.67 4.24 0.100
C 5.80 5.17 6.12 -0.039
C 4.80 -2.41 10.67 -0.019
C 8.42 3.46 -3.67 -0.111
C 0.96 3.52 -8.37 -0.056
H 0.97 0.60 -0.88 0.094
O 4.01 -2.69 9.46 -0.015
C -1.42 -3.77 -1.08 -0.031
H -1.53 5.88 0.69 0.133
H -3.38 0.33 6.02 0.127
H 6.68 4.52 6.04 0.092
C -8.82 -13.67 -3.26 -0.104
O -6.75 -3.89 -6.35 0.066
H -7.61 -5.66 -6.42 0.131
H -0.40 1.11 5.93 0.132
H -7.07 -4.53 -9.07 0.132
H 3.12 -3.97 5.49 0.091
C 5.83 6.23 4.01 -0.578
H -6.16 -5.57 -7.29 0.134
C -1.31 8.03 0.56 -0.206
O 0.60 -1.12 0.13 -0.014
O 5.23 6.27 2.81 -0.003
H -0.80 -4.35 -1.76 0.088
H -1.20 7.81 -0.50 0.143
O 7.95 1.73 -2.29 0.054
C -7.49 -11.89 -3.58 -0.574
O 8.95 2.52 -0.49 0.161
H -2.83 1.79 5.33 0.125
O 5.10 5.51 4.88 0.009
H 6.54 2.15 -3.74 0.129
O -0.73 -2.76 -0.30 0.020
C 5.55 7.38 1.95 -0.037
C -7.06 -4.99 -7.08 -0.180
C 4.49 -3.52 8.49 -0.580
H -9.34 -13.57 -5.29 0.131
H 7.67 4.15 -4.07 0.126
O -1.08 1.18 7.83 0.048
O -7.78 -12.86 -2.79 0.095
C -9.29 -12.86 -4.47 -0.185
H -2.50 3.29 -6.73 0.087
O -3.93 8.59 2.57 0.130
```

Properties
total charge: 0
Kohn-Sham gap: 0.3869 hartree
molecular weight: 800.6 g/mol
E_tot: -83989.9831 eV
2S+1: 1
relative energy (zero: lowest compared OMol25 entry of this formula, charge and spin): 407.3 kJ/mol
SMILES string: COC(=O)OC.COC(=O)OC.COC(=O)OC.COC(=O)OC.O=C1OCCO1.O=C1OCCO1.O=C1OCCO1.O=C1OCCO1.O=C1OCCO1
HOMO: -10.49 eV

(6)
ORCA calculation (the ωB97M-V functional and the def2-TZVPD basis) on a structure of composition C13H9N2O5PdSe at a distorted geometry.

```
31
Properties=species:S:1:pos:R:3:nbo_charge:R:1
Se 0.30 -2.25 -0.90 -0.151
C -1.99 -0.19 -3.27 0.513
H 0.10 1.79 5.29 0.239
C 0.65 0.93 3.38 -0.228
Pd 0.11 -0.75 -2.81 0.427
C 0.02 -2.44 -4.10 0.508
C -0.13 -1.07 0.45 0.266
O 0.08 2.45 -6.15 -0.469
H 1.71 1.24 3.39 0.234
C -0.04 2.51 -5.03 0.485
O -3.00 -0.66 -2.93 -0.429
H 2.38 0.51 0.07 0.216
C -1.20 -0.17 2.23 0.093
N -1.33 -0.89 1.05 -0.518
C -0.24 1.23 4.42 -0.188
H 2.64 0.16 1.83 0.230
N 0.75 -0.32 1.17 -0.366
C 2.18 -0.20 0.89 -0.413
H 2.59 -1.19 0.62 0.246
H -3.11 -0.19 3.16 0.235
C -1.59 0.83 4.35 -0.186
H -2.24 1.09 5.19 0.240
C 0.09 1.23 -1.99 0.520
H -2.17 -1.34 0.72 0.444
H 0.00 -0.37 -4.38 -0.124
O 0.03 -3.32 -4.89 -0.409
O -0.08 1.82 -0.99 -0.452
C -2.09 0.12 3.25 -0.211
C 2.22 -0.15 -3.29 0.502
O 3.24 -0.62 -3.02 -0.423
C 0.13 0.21 2.30 0.167
```

Properties
total charge: +1
Kohn-Sham gap (spin up / spin down): 0.2448 / 0.2272 hartree
molecular weight: 458.6 g/mol
E_tot: -95660.3625 eV
2S+1: 3
relative energy (zero: lowest compared OMol25 entry of this formula, charge and spin): 40.7 kJ/mol
HOMO (spin up / spin down): -10.51 / -12.01 eV